(1)
Molecular formula: C2H3BrN2S
Method: DFT, ωB97M-V/def2-TZVPD

Output
charge	0
orbital gap	8.472	eV
strongest force on any atom	4.7	eV Å⁻¹
LUMO energy	-0.223	eV

XYZ file:
```
9
Properties=species:S:1:pos:R:3:forces:R:3:mulliken_charge:R:1
C -1.37449 0.26367 -0.47168 -0.557 0.799 -1.468 0.028
C 0.48936 -0.65259 0.17401 1.499 -3.525 2.535 -0.044
N -0.70318 -0.82550 -0.48768 -1.878 -0.143 0.253 -0.412
N 0.49320 0.55911 0.76483 0.788 1.707 0.702 -0.165
S -0.57233 1.68936 0.08769 0.027 -0.708 0.409 0.031
Br 1.97987 -0.85884 -1.54733 -0.570 0.072 1.100 -0.337
H -2.34996 0.50395 -0.90682 0.267 -0.936 -0.104 0.326
H 0.75159 -1.63820 1.17719 -0.348 2.873 -3.744 0.324
H 1.28595 0.95904 1.20979 0.772 -0.140 0.317 0.250
```
Forces are in eV/Å.

***

(2)
Molecular formula: C28H23F5N3OPTeTi
Method: DFT, ωB97M-V/def2-TZVPD

Output
charge	+2
orbital gap (spin up / spin down)	6.228 / 6.229	eV
strongest force on any atom	7.5	eV Å⁻¹
LUMO energy (spin up / spin down)	-7.447 / -7.447	eV

XYZ file:
```
63
Properties=species:S:1:pos:R:3:forces:R:3:mulliken_charge:R:1
Ti 10.41667 8.69559 9.30680 0.468 1.475 0.355 0.073
N 12.91902 7.88614 9.46008 -0.382 -0.223 1.125 0.048
C 12.92108 8.21170 8.09470 -0.175 -0.440 0.357 0.189
C 14.02706 8.35143 7.31047 -0.080 0.838 -0.816 -0.675
C 13.89631 8.65915 5.94070 -0.777 -0.919 0.721 -0.541
C 12.59141 8.63618 5.42707 -0.378 0.374 -0.330 -0.683
C 11.53501 8.53434 6.33148 -2.425 0.103 -1.726 -0.118
N 11.68940 8.36364 7.64129 -0.503 0.162 -0.478 0.600
C 12.21181 6.75342 9.96323 -0.791 -1.132 0.313 0.402
C 12.77728 5.66360 10.62153 1.061 -0.324 0.149 -0.734
C 11.98014 4.55673 10.91378 -0.294 -0.031 -0.026 -0.153
C 10.60201 4.54660 10.61496 2.356 -0.144 0.537 -0.911
C 10.08120 5.69267 10.16011 0.619 1.895 -0.496 -0.193
N 10.86328 6.75999 9.83248 0.548 0.055 -0.441 0.166
H 13.72627 8.14610 10.00441 0.215 -0.072 -0.019 0.411
H 14.94320 8.33584 7.82492 1.340 -0.235 0.152 0.502
H 14.78463 8.76673 5.32690 -0.205 0.131 -0.001 0.512
H 12.31329 8.75520 4.35463 0.592 -0.044 1.017 0.428
H 10.42975 8.59398 5.97739 2.234 -0.065 0.566 0.364
H 13.85521 5.63400 10.87843 -0.809 0.114 -0.331 0.383
H 12.38751 3.66220 11.39743 0.137 0.492 -0.261 0.430
H 10.05624 3.67127 10.80246 -0.947 -0.806 0.279 0.526
H 9.05470 5.90790 10.10786 -1.235 -0.126 -0.384 0.421
C 12.36236 12.22381 10.70357 1.637 1.893 0.916 -0.589
C 12.94873 12.18606 9.43038 1.030 0.387 0.431 -0.633
C 12.19663 11.90674 8.31093 0.842 -0.547 1.411 -1.042
C 10.86030 11.57253 8.42751 -0.348 1.182 -0.148 0.891
C 10.30184 11.78821 9.68865 -3.394 -0.558 -0.022 0.241
C 11.00215 12.07198 10.84741 0.350 -0.349 0.024 -0.712
P 9.83998 11.53950 6.88754 -0.286 0.753 0.477 0.042
C 9.06337 13.23368 6.72088 0.268 -0.722 1.131 0.281
C 8.47907 13.39654 5.48253 -0.734 -0.019 -0.870 -0.188
C 7.74245 14.56025 5.20266 2.216 0.112 2.240 -0.774
C 7.74527 15.62329 6.15414 -1.101 -0.834 -2.026 -0.391
C 8.34467 15.44070 7.38627 0.249 -0.885 0.774 -0.711
C 8.96501 14.20816 7.73296 -1.105 0.473 -3.425 -0.347
C 8.49244 10.58712 7.67280 2.381 0.153 -1.058 -0.155
C 7.24546 10.83386 7.76762 -5.799 3.407 0.896 0.741
C 6.07471 9.99629 8.21180 -0.974 4.405 -4.124 -0.552
C 6.10221 9.00359 9.01691 -2.094 -5.256 4.941 -0.549
C 7.30066 8.35212 9.60935 0.775 0.811 -0.042 0.390
C 8.53189 8.54530 9.15161 -0.343 0.372 -1.854 0.359
H 12.97437 12.70060 11.54438 -0.855 -1.304 -1.050 0.370
H 14.02230 12.46480 9.28297 -1.101 -0.269 0.334 0.422
H 12.72759 12.01208 7.42422 0.421 -0.187 -1.940 0.568
H 9.14905 11.80831 9.68004 1.815 -0.320 0.498 0.198
H 10.55154 12.14286 11.83643 -0.162 0.177 -0.441 0.476
H 8.56688 12.54444 4.77038 -0.137 0.985 0.241 0.309
H 7.45791 14.74741 4.22243 -1.087 0.172 -1.523 0.432
H 7.15668 16.51263 5.78851 1.050 -0.682 1.080 0.334
H 8.29785 16.23115 8.10896 0.018 0.232 0.324 0.406
H 9.32515 13.91408 8.65445 0.768 0.292 2.006 0.650
H 6.78319 11.95047 7.64424 1.892 -2.625 -0.106 0.209
H 5.09194 10.48711 7.70966 2.091 -1.694 1.772 0.301
H 5.15765 8.51992 9.54781 1.636 1.264 -1.785 0.248
H 7.40300 7.72368 10.53534 -1.172 0.720 -0.780 0.333
F 5.35390 7.30169 14.61268 0.142 -0.011 -0.347 -0.469
Te 4.75361 6.12138 13.24227 -0.722 -1.249 -0.897 1.765
F 4.60669 7.59376 12.15799 0.112 0.609 -0.070 -0.372
F 4.45953 5.18414 11.50615 0.288 0.565 1.182 -0.520
F 10.56126 9.19901 10.99829 0.202 -0.143 -0.649 -0.434
F 6.53141 5.75849 12.89186 0.257 0.136 0.066 -0.396
O 8.93364 9.28030 7.84894 0.403 -2.527 2.151 -0.578
```
Forces are in eV/Å.

***

(3)
Molecular formula: C31H78N2O9
Method: DFT, ωB97M-V/def2-TZVPD

Output
charge	-1
orbital gap (spin up / spin down)	1.539 / 7.831	eV
<S²>	0.75
strongest force on any atom	4.1	eV Å⁻¹
2S+1	2
LUMO energy (spin up / spin down)	2.120 / 2.043	eV

XYZ file:
```
120
Properties=species:S:1:pos:R:3:forces:R:3:mulliken_charge:R:1
C 4.57648 3.47779 -1.31885 0.745 -0.010 0.454 -1.761
C 5.70526 2.95630 -0.37565 0.366 -0.421 -0.559 1.672
C 5.55678 3.75505 0.92565 0.258 0.686 -0.075 -1.159
C 6.19080 3.22725 2.19704 -0.806 -2.170 -0.937 -0.854
C 5.66573 1.76544 2.37619 0.173 1.103 0.568 -1.209
C 5.86064 0.84197 1.17060 1.751 0.136 -0.173 2.709
N 5.37915 1.55339 -0.08615 -0.087 0.463 4.037 0.365
O 5.50214 0.70056 -1.12115 0.271 -0.761 -2.104 -0.352
C 7.39836 0.43351 1.10116 -0.456 0.241 -0.120 -2.059
C 5.11147 -0.51593 1.36962 -0.566 1.647 -0.576 -1.690
C 7.09381 3.22418 -1.08959 -0.839 -0.707 0.151 -1.889
H 4.64723 4.56229 -1.23537 -0.095 0.173 -0.624 0.445
H 3.57951 3.19676 -0.97950 0.105 -0.225 0.198 0.289
H 4.70485 3.10571 -2.33531 0.070 0.246 -0.056 0.303
H 6.06042 4.71676 0.82787 -0.425 0.405 -0.719 0.343
H 4.48067 3.91200 0.99952 -0.024 0.139 0.596 0.277
H 5.83025 3.79474 3.05498 0.503 0.228 -0.007 0.420
H 7.26907 3.24768 2.03887 0.131 0.121 0.523 0.377
H 4.62828 1.94580 2.65772 -0.480 -0.518 -0.440 0.099
H 6.08969 1.34417 3.28772 0.290 -0.370 -0.121 0.451
H 7.60164 -0.19391 0.23334 -0.267 -0.175 0.030 0.370
H 8.14539 1.22491 1.04007 -0.329 0.523 0.021 0.233
H 7.65310 -0.11681 2.00691 -0.108 -0.221 -0.005 0.476
H 5.31396 -0.99940 2.32532 0.399 0.074 -0.131 0.483
H 4.05609 -0.24386 1.38553 -0.257 -0.278 -0.079 -0.252
H 5.28088 -1.16917 0.51366 0.056 -0.142 0.270 0.293
H 7.97374 3.05538 -0.46882 -0.135 0.269 0.321 0.327
H 7.08211 4.23009 -1.50924 0.147 0.100 0.188 0.442
H 7.22152 2.53661 -1.92567 -0.237 -0.085 -0.096 0.397
H 4.59492 0.40441 -1.22527 -0.308 -0.523 -0.493 0.190
C -6.60010 -1.01744 -2.88899 -0.672 1.096 0.340 -1.813
C -6.72693 -0.16709 -1.59035 -0.685 0.418 0.564 1.554
C -5.90920 -0.83289 -0.43431 -0.545 -0.183 -0.735 -1.206
C -4.42572 -0.71071 -0.62942 0.884 0.932 -0.497 0.486
C -4.03287 0.74481 -0.64358 -0.735 0.766 -0.131 -1.126
C -4.81992 1.60317 -1.69995 0.774 -0.965 -0.177 2.053
N -6.27422 1.24060 -1.72310 1.735 -0.732 2.828 0.109
O -7.07218 2.05912 -2.51384 0.459 -0.798 -0.695 -0.433
C -4.65094 3.01993 -1.24206 -0.569 1.344 -0.947 -2.009
C -4.08694 1.48740 -3.08743 -0.775 -0.840 -0.611 -1.258
C -8.23877 -0.12236 -1.12158 0.682 -0.595 -0.619 -1.813
H -5.57364 -1.01743 -3.25573 -0.162 -0.478 0.053 0.341
H -7.23419 -0.55772 -3.64707 0.035 0.215 -0.335 0.507
H -7.07406 -1.98921 -2.75071 0.581 -0.224 0.104 0.424
H -6.27346 -0.40161 0.49812 0.253 0.052 0.182 0.354
H -6.13684 -1.89884 -0.43976 -0.395 -0.076 0.112 0.359
H -4.16211 -1.06166 -1.62714 0.073 -0.633 0.070 0.187
H -3.79102 -1.20888 0.10344 -0.325 -0.407 -0.044 -0.291
H -2.97024 0.92970 -0.80081 0.119 -0.280 -0.363 -0.024
H -4.18492 1.18153 0.34347 -0.420 0.092 0.209 0.275
H -5.26660 3.30441 -0.38875 0.350 -0.396 0.360 0.462
H -3.59100 3.25493 -1.14503 -0.031 -0.050 0.442 0.267
H -5.00749 3.68459 -2.02896 -0.036 0.154 -0.203 0.481
H -4.66715 1.95909 -3.88050 0.003 0.704 0.108 0.437
H -3.04798 1.80918 -3.15910 -0.197 0.567 0.542 -0.046
H -4.01069 0.48919 -3.51852 -0.159 -0.601 0.610 0.313
H -8.89810 0.52799 -1.69641 0.414 0.244 -0.123 0.376
H -8.33406 0.13725 -0.06724 0.156 0.052 -0.055 0.359
H -8.64402 -1.12157 -1.28106 -0.047 -0.201 0.285 0.402
H -6.93702 1.55355 -3.31867 -0.690 0.736 -1.228 0.389
C -0.32956 2.80742 -2.14923 -0.808 -0.647 -0.810 -1.447
C 0.23804 1.36608 -2.11872 -0.678 1.956 -0.403 0.393
O 1.24523 1.46315 -1.19971 1.447 -0.470 1.999 -0.123
H -1.15215 2.76441 -2.86308 0.087 0.641 -0.379 0.313
H 0.42273 3.55934 -2.38753 0.136 -0.322 -0.593 0.414
H -0.76663 3.22985 -1.24445 0.003 -0.821 0.511 0.194
H 0.71988 1.08193 -3.05423 -0.561 0.098 -0.540 -0.028
H -0.50558 0.61420 -1.85447 -0.278 -0.033 0.041 -0.025
H 1.66098 0.59816 -1.17626 0.757 -0.448 0.211 -0.213
C 1.01513 -1.01815 1.73460 -1.453 -0.109 -0.644 0.333
C -0.41004 -0.44464 1.84078 0.886 0.115 0.811 -0.283
O -1.41180 -1.42500 1.62036 0.491 -0.125 -0.370 0.048
H 1.73972 -0.21798 1.88563 0.081 -0.232 0.263 -0.308
H 1.14652 -1.40635 0.72458 0.228 -0.074 -0.132 -0.044
H 1.09529 -1.87098 2.40866 0.410 0.243 0.165 -0.030
H -0.51428 0.42534 1.19242 -0.175 -0.018 -0.273 0.140
H -0.53709 -0.09677 2.86593 -0.008 0.314 0.176 0.318
H -2.21142 -1.11234 2.04984 -0.475 0.176 0.141 -0.181
C -0.09137 -4.46765 3.16735 -0.596 0.471 -0.278 -0.360
C -0.08475 -5.61870 4.17934 0.548 1.437 -0.831 -0.615
O 0.34447 -6.71494 3.39599 0.162 -1.097 0.815 -0.429
H 0.89348 -4.34791 2.71587 0.204 -0.087 0.351 0.263
H -0.43174 -3.48026 3.47930 0.048 -0.010 0.492 0.124
H -0.71662 -4.70028 2.30533 -0.305 -0.263 0.099 0.102
H -0.99487 -5.77941 4.75722 -0.430 -0.136 -0.460 0.259
H 0.64672 -5.37675 4.95039 0.407 -0.417 -0.093 0.304
H -0.42262 -7.13993 3.00541 -0.044 0.081 -0.062 0.281
C 3.45345 0.05848 -4.12937 -1.122 -0.361 1.609 -0.833
C 3.65549 -1.09838 -3.09620 0.968 0.435 -0.999 -1.354
O 2.81493 -1.00066 -1.93937 0.044 1.660 -1.107 1.839
H 3.62237 0.99433 -3.59670 0.032 0.207 -0.145 -0.143
H 2.40150 0.03290 -4.41370 -0.049 0.164 -0.250 0.297
H 4.06195 0.04807 -5.03365 0.238 -0.455 0.243 0.469
H 4.69691 -1.03118 -2.78152 0.163 -0.249 0.123 0.280
H 3.55523 -2.04849 -3.62092 -0.291 -0.156 0.247 0.485
H 2.71856 -1.85613 -1.51452 0.049 -1.089 0.316 -0.897
C -0.74604 -3.16001 -1.60981 -0.465 -0.795 0.085 -0.221
C -1.01759 -4.16020 -0.49060 -0.178 0.722 -0.618 -1.231
O -2.12098 -3.67299 0.26610 -0.376 -1.316 0.129 -0.223
H -0.62991 -2.17143 -1.16560 0.600 0.002 -0.197 -0.455
H -1.62548 -3.09750 -2.25074 -0.143 -0.060 -0.103 0.390
H 0.07915 -3.54374 -2.20973 0.314 0.628 -0.013 0.434
H -0.08872 -4.34690 0.04833 -0.054 0.320 0.607 0.459
H -1.26933 -5.13850 -0.90003 -0.379 -0.003 -0.040 0.316
H -1.85148 -3.01774 0.91388 0.627 0.395 -0.092 0.241
C -3.73013 -3.07521 3.45031 0.541 0.161 -0.941 -0.691
C -4.55029 -1.83712 3.36813 -1.448 1.472 1.499 -0.306
O -3.80808 -0.71791 2.91735 1.130 0.032 -0.886 -0.507
H -4.23742 -3.86682 4.00177 0.034 0.050 -0.140 0.504
H -2.74271 -2.87554 3.86651 -0.127 0.025 0.329 0.045
H -3.54024 -3.35461 2.41398 0.032 -0.648 0.030 0.019
H -4.90736 -1.49090 4.33805 -0.142 -0.583 0.581 0.448
H -5.47202 -1.93554 2.79471 0.103 -0.395 -0.494 0.251
H -4.33525 0.08366 2.88333 -0.175 -0.150 0.012 0.226
C 1.34796 3.02099 2.17770 0.751 0.264 -0.531 0.041
O 0.44891 3.10468 1.09387 -0.850 0.322 0.796 -0.522
H 1.09645 3.70160 2.99110 -0.483 0.072 -0.213 0.398
H 1.46122 2.02638 2.60901 -0.142 -0.226 -0.087 0.133
H 2.31504 3.35052 1.79788 0.447 -0.126 0.302 -0.326
H 0.74466 2.53132 0.38296 0.343 -0.399 -0.346 0.177
```
Forces are in eV/Å.

***

Q: Among the records above, which one has the highest charge?
A: C28H23F5N3OPTeTi